1.
{
  "formula": "C6H31NO11",
  "method": "the ωB97M-V functional and the def2-TZVPD basis",
  "lumo_energy_ha": 0.0059,
  "e_homo_ev": -9.55,
  "smiles": "C=CC[C@@H](C)NC=O.O.O.O.O.O.O.O.O.O.O",
  "largest_force_ev_per_a": 11.2,
  "total_charge": 0,
  "species": ["C", "C", "C", "C", "C", "N", "C", "O", "H", "H", "H", "H", "H", "H", "H", "H", "H", "H", "H", "O", "H", "H", "O", "H", "H", "O", "H", "H", "O", "H", "H", "O", "H", "H", "O", "H", "H", "O", "H", "H", "O", "H", "H", "O", "H", "H", "O", "H", "H"],
  "coordinates": [[3.053, 0.297, -1.469], [1.673, 0.241, -1.668], [0.816, -0.890, -1.646], [-0.679, -0.590, -1.527], [-1.472, -1.704, -2.050], [-0.932, -0.587, 0.063], [-1.852, 0.159, 0.703], [-2.119, -0.017, 1.895], [3.638, -0.591, -1.176], [3.747, 1.237, -1.501], [1.252, 1.165, -1.893], [1.072, -1.461, -0.612], [1.088, -1.630, -2.397], [-1.119, 0.445, -1.875], [-1.795, -1.527, -3.118], [-0.815, -2.599, -2.128], [-2.422, -1.816, -1.464], [-0.379, -1.254, 0.563], [-2.351, 0.979, 0.208], [-1.008, 1.787, 3.542], [-1.630, 1.341, 3.174], [-1.338, 2.473, 4.293], [-0.628, 4.139, 2.462], [-0.816, 3.202, 2.161], [0.341, 4.112, 2.719], [1.116, 2.056, 0.903], [0.767, 1.772, -0.045], [1.524, 1.435, 1.401], [2.275, -0.067, 1.948], [1.722, -0.515, 2.711], [2.117, -0.458, 1.124], [-1.090, 1.195, -3.830], [-0.145, 1.450, -3.670], [-1.374, 1.293, -4.698], [0.325, -2.693, 1.859], [-0.378, -2.891, 2.535], [0.616, -3.495, 1.421], [1.504, -1.366, 4.153], [0.714, -0.925, 4.246], [1.328, -2.212, 3.991], [-2.247, -2.202, 2.974], [-2.955, -1.650, 3.369], [-2.414, -1.811, 2.129], [-0.080, -1.968, -4.659], [-0.658, -2.666, -4.363], [-0.624, -1.173, -4.341], [0.941, 3.210, -2.435], [0.181, 3.652, -2.315], [1.511, 3.117, -1.662]],
  "atomic_forces_ev_per_a": [[-1.156, 0.506, 0.014], [5.963, 1.600, 0.313], [-0.226, -2.648, 2.895], [-0.719, 2.222, 3.171], [-1.851, -1.283, -1.727], [-0.612, 1.525, -3.031], [0.945, -0.746, 0.961], [-0.186, 0.681, -0.710], [-0.484, 0.230, -0.253], [-1.971, -1.601, -0.095], [-0.869, 1.358, -0.550], [-0.496, 0.770, -2.309], [-0.418, 0.168, -0.370], [1.396, -2.079, 0.590], [0.056, 0.051, 1.314], [-0.940, 0.144, 0.574], [1.007, -0.383, -0.561], [0.017, -0.475, 0.783], [-0.012, 0.189, -0.982], [6.027, 6.627, 6.789], [-6.873, -4.526, -3.356], [0.818, -2.729, -3.155], [1.248, -0.675, -0.213], [0.750, 1.512, 0.756], [-1.819, -0.169, -0.673], [-3.935, 4.390, -5.795], [1.536, 0.198, 3.756], [2.124, -4.105, 1.964], [-0.510, 0.372, 3.587], [1.724, 0.551, -2.176], [-0.568, -1.199, -1.637], [1.465, -0.472, 3.017], [-1.198, 0.029, -0.814], [-0.167, 0.609, -2.544], [-0.544, 0.126, 0.671], [0.579, 0.080, -1.086], [-0.228, -0.284, 0.247], [3.729, 4.159, 1.030], [-2.994, 1.508, 0.622], [-1.145, -5.482, -1.208], [-1.382, -0.586, 1.293], [0.771, -0.678, 0.815], [0.802, 0.171, -1.391], [-1.050, 2.049, 0.429], [-0.074, -0.720, -0.071], [1.530, -1.259, -0.933], [4.413, -2.986, -1.509], [-3.897, 2.615, 1.398], [-0.576, 0.640, 0.159]],
  "lowdin_charge": [0.04, -0.22, -0.19, -0.31, -0.09, 0.10, -0.30, -0.06, 0.06, 0.10, 0.02, 0.16, 0.11, 0.15, 0.07, 0.10, 0.11, 0.07, 0.14, -0.05, -0.13, 0.15, -0.14, 0.01, 0.06, -0.06, 0.07, -0.09, -0.07, 0.06, -0.03, -0.04, 0.06, 0.02, -0.06, 0.05, 0.06, 0.06, 0.03, -0.02, -0.08, 0.07, -0.01, -0.08, 0.01, 0.03, 0.00, -0.01, 0.05]
}

***

2.
{
  "formula": "C6H33N2O8",
  "method": "the ωB97M-V functional and the def2-TZVPD basis",
  "lumo_energy_ha": -0.1045,
  "e_homo_ev": -12.00,
  "largest_force_ev_per_a": 4.4,
  "total_charge": 1,
  "species": ["N", "C", "C", "N", "C", "C", "C", "C", "H", "H", "H", "H", "H", "H", "H", "H", "H", "H", "H", "H", "H", "H", "H", "H", "H", "H", "H", "O", "H", "H", "O", "H", "H", "O", "H", "H", "O", "H", "H", "O", "H", "H", "O", "H", "H", "O", "H", "H", "O"],
  "coordinates": [[0.636, 0.960, 0.105], [1.463, 0.952, 1.435], [1.584, -0.513, 1.879], [0.228, -1.126, 1.589], [-0.740, -1.107, 2.816], [-2.091, -0.492, 2.584], [0.459, -2.653, 1.287], [1.015, -2.932, -0.103], [0.379, 2.016, -0.183], [1.174, 0.468, -0.614], [-0.190, 0.309, 0.370], [2.305, 1.567, 1.236], [0.745, 1.357, 2.210], [2.345, -0.963, 1.349], [1.682, -0.607, 2.943], [-0.863, -2.134, 3.244], [-0.203, -0.398, 3.569], [-2.955, -1.022, 2.913], [-2.292, -0.359, 1.446], [-2.025, 0.589, 2.767], [1.374, -2.821, 1.982], [-0.342, -3.322, 1.614], [0.521, -2.344, -0.875], [2.084, -2.692, -0.155], [0.880, -3.979, -0.490], [4.739, 0.632, -0.369], [3.291, 1.132, -0.345], [3.943, 0.681, 0.183], [1.442, 0.309, -4.465], [2.199, 1.449, -3.823], [2.251, 0.485, -3.904], [-1.839, -1.264, -3.484], [-2.370, 0.201, -3.798], [-1.831, -0.366, -3.187], [-2.722, 1.862, 1.042], [-2.767, 3.320, 1.081], [-2.134, 2.631, 1.264], [1.575, -0.771, -2.482], [0.087, -0.290, -2.834], [0.789, -0.410, -2.129], [-4.769, 0.542, 0.330], [-3.526, 0.729, -0.608], [-3.853, 0.849, 0.325], [1.706, 4.149, -0.526], [1.463, 3.825, -1.955], [1.639, 3.388, -1.113], [-1.992, -1.231, -0.832], [-2.450, -2.409, 0.168], [-2.700, -1.773, -0.449]],
  "atomic_forces_ev_per_a": [[-0.709, 2.013, 1.890], [-3.557, -0.123, 0.429], [-3.003, 1.058, -0.013], [-1.103, -2.527, 0.464], [2.212, 0.933, 0.943], [0.393, 1.840, -3.972], [2.951, 1.299, 1.367], [-0.411, -0.520, -1.007], [0.724, -3.163, 0.608], [-0.591, 0.294, -0.426], [1.244, 0.867, -0.572], [0.751, 0.164, 0.624], [0.957, 0.414, -1.010], [1.528, -1.375, -1.031], [0.839, 0.241, 0.535], [0.556, 0.896, -0.255], [-0.815, -1.642, -0.819], [-0.405, -0.103, 0.833], [0.408, -0.943, 1.689], [-0.611, -0.378, 0.980], [-1.707, -0.607, -0.670], [-0.125, 0.609, -0.240], [-0.093, 0.238, 0.155], [-0.210, -0.101, -0.023], [0.218, 0.716, 0.930], [-0.290, 0.028, 0.182], [-0.037, 0.397, -0.591], [0.719, -0.415, -0.033], [1.482, 0.107, 0.699], [0.319, -0.207, 0.111], [-1.030, 0.469, -1.778], [-0.436, -0.842, -0.530], [0.702, -1.154, 0.696], [-0.258, 1.963, -0.187], [0.662, 0.517, 0.415], [-0.040, 0.829, 0.058], [-0.250, -1.020, -0.352], [1.092, -0.392, -1.055], [1.182, -0.253, 1.157], [-2.901, 0.160, 0.393], [0.204, -0.025, -0.009], [-0.725, -0.034, 1.408], [0.071, -0.071, -1.733], [0.136, 0.002, 0.345], [-0.025, -0.229, -0.148], [-0.120, 0.275, -0.121], [0.090, -0.870, 0.626], [1.351, -1.273, 1.398], [-1.337, 1.939, -2.359]],
  "lowdin_charge": [0.12, -0.10, -0.16, -0.17, -0.21, -0.10, -0.21, -0.10, 0.17, 0.07, 0.14, 0.08, 0.14, 0.07, 0.12, 0.11, 0.13, 0.07, 0.06, 0.06, 0.13, 0.10, 0.03, 0.07, 0.10, 0.07, 0.00, -0.04, 0.08, 0.05, -0.07, 0.05, 0.10, -0.05, -0.02, 0.03, -0.09, 0.02, 0.05, -0.10, 0.09, 0.09, -0.07, 0.06, 0.06, -0.04, 0.02, 0.00, -0.03]
}

***

3.
{
  "formula": "C6H33NO11",
  "method": "the ωB97M-V functional and the def2-TZVPD basis",
  "lumo_energy_ha": -0.0015,
  "e_homo_ev": -7.41,
  "smiles": "C/C=C/C=C/NC.O.O.O.O.O.O.O.O.O.O.O",
  "largest_force_ev_per_a": 3.4,
  "total_charge": 0,
  "species": ["C", "C", "C", "C", "C", "N", "C", "H", "H", "H", "H", "H", "H", "H", "H", "H", "H", "H", "O", "H", "H", "O", "H", "H", "O", "H", "H", "O", "H", "H", "O", "H", "H", "O", "H", "H", "O", "H", "H", "O", "H", "H", "O", "H", "H", "O", "H", "H", "O", "H", "H"],
  "coordinates": [[1.681, -2.842, -1.830], [1.402, -1.660, -0.976], [0.301, -1.419, -0.243], [0.007, -0.352, 0.667], [0.605, 0.874, 0.768], [-0.035, 1.783, 1.604], [0.856, 2.790, 2.157], [2.627, -3.390, -1.735], [0.732, -3.423, -1.855], [1.677, -2.497, -2.904], [1.968, -0.742, -1.111], [-0.410, -2.217, -0.052], [-0.774, -0.696, 1.372], [1.349, 1.358, 0.152], [-0.699, 1.503, 2.310], [1.653, 3.065, 1.432], [1.538, 2.355, 2.914], [0.417, 3.664, 2.627], [-1.207, 0.721, -3.510], [-1.534, 0.304, -2.701], [-1.471, 0.102, -4.212], [-3.102, -0.137, 1.807], [-2.373, 0.447, 1.550], [-2.627, -0.982, 1.905], [-2.856, -1.251, -1.990], [-3.650, -0.805, -1.696], [-2.865, -2.183, -1.765], [0.966, 2.107, -2.106], [0.937, 1.188, -2.369], [0.092, 2.542, -2.134], [-3.578, 1.114, -0.640], [-2.653, 1.320, -0.903], [-3.277, 0.569, 0.120], [2.415, -1.798, 2.020], [2.406, -1.224, 1.237], [3.313, -1.607, 2.321], [-1.858, -4.273, 1.677], [-2.523, -3.685, 2.053], [-1.843, -4.186, 0.709], [-1.279, -2.043, 2.809], [-0.913, -1.754, 3.666], [-0.834, -2.883, 2.592], [2.963, 2.868, -0.183], [3.577, 2.690, -0.917], [2.175, 2.812, -0.771], [4.513, 0.989, 1.016], [3.853, 1.576, 0.593], [4.045, 0.783, 1.829], [-1.551, 2.913, -2.438], [-2.207, 3.418, -1.923], [-1.949, 2.195, -2.941]],
  "atomic_forces_ev_per_a": [[-1.413, 0.412, -2.067], [-0.710, 1.393, 0.000], [0.796, -1.641, 0.106], [0.575, 1.129, -0.211], [-3.113, -1.223, 0.712], [0.978, 1.894, 0.314], [2.206, -0.269, 0.253], [-0.506, 0.014, 0.564], [1.000, -0.504, 0.469], [0.338, -0.071, 0.784], [0.863, -0.223, 0.023], [0.016, -0.491, -0.481], [0.935, 1.021, -0.394], [0.077, -0.680, 0.014], [0.051, -0.733, -0.261], [-1.195, 0.309, 0.128], [-0.483, -0.088, 0.322], [-0.472, 0.000, -0.375], [-0.172, -0.749, -0.596], [0.013, -0.531, -0.001], [0.095, 0.264, 0.373], [0.444, -0.029, -0.250], [-0.133, 0.058, 0.396], [-0.247, 0.092, 0.305], [0.825, -0.005, -0.526], [-0.351, 0.030, 0.368], [-0.339, 0.058, 0.099], [1.162, 0.805, 0.589], [-0.615, -0.034, -0.203], [-0.125, -0.660, -0.321], [1.883, -0.222, 0.252], [-0.793, 0.466, -0.529], [-1.434, -0.121, -0.048], [0.746, 0.575, -0.108], [-0.564, -0.322, -0.032], [-0.036, -0.408, 0.357], [0.234, -0.517, -0.462], [-0.093, -0.023, -0.395], [-0.264, 0.091, 0.630], [0.292, -0.116, 1.091], [-0.211, -0.127, -0.618], [-0.094, 0.275, -0.016], [-0.046, -0.061, -1.801], [0.532, 0.319, 0.495], [-0.383, 0.047, 0.461], [-0.530, -0.009, -0.052], [0.357, -0.100, 0.070], [0.206, -0.155, 0.336], [-0.374, 1.351, 1.091], [0.271, -0.495, -0.533], [-0.196, 0.003, -0.325]],
  "lowdin_charge": [-0.10, -0.19, -0.16, -0.13, -0.12, -0.07, -0.11, 0.08, 0.08, 0.08, 0.10, 0.09, 0.06, 0.08, 0.11, 0.06, 0.08, 0.08, -0.05, 0.02, 0.08, -0.05, 0.01, 0.01, -0.05, 0.03, 0.04, -0.06, 0.03, 0.01, -0.07, 0.02, 0.00, -0.06, 0.00, 0.03, -0.06, 0.04, 0.05, -0.09, 0.09, 0.05, -0.10, 0.08, 0.03, -0.07, -0.02, 0.02, -0.07, 0.08, 0.01]
}

***

4.
{
  "formula": "C6H34N2O9",
  "method": "the ωB97M-V functional and the def2-TZVPD basis",
  "lumo_energy_ha": 0.0000,
  "e_homo_ev": -9.14,
  "smiles": "CN(C)CCCCN.O.O.O.O.O.O.O.O.O",
  "largest_force_ev_per_a": 5.2,
  "total_charge": 0,
  "species": ["C", "N", "C", "C", "C", "C", "C", "N", "H", "H", "H", "H", "H", "H", "H", "H", "H", "H", "H", "H", "H", "H", "H", "H", "O", "H", "H", "O", "H", "H", "O", "H", "H", "O", "H", "H", "O", "H", "H", "O", "H", "H", "O", "H", "H", "O", "H", "H", "O", "H", "H"],
  "coordinates": [[2.724, 0.154, 2.395], [1.354, 0.350, 2.837], [1.301, 0.264, 4.369], [0.441, -0.689, 2.179], [-0.677, 0.072, 1.281], [-1.750, -0.865, 0.642], [-1.237, -2.133, -0.027], [-1.155, -1.978, -1.534], [3.311, 1.015, 2.862], [2.551, 0.274, 1.312], [2.904, -0.889, 2.733], [0.455, 0.780, 4.716], [1.402, -0.839, 4.755], [2.133, 0.923, 4.591], [-0.113, -1.170, 2.937], [0.989, -1.393, 1.653], [-1.244, 0.775, 1.962], [-0.235, 0.835, 0.646], [-2.403, -0.279, 0.057], [-2.411, -1.128, 1.430], [-0.222, -2.482, 0.200], [-1.973, -2.928, 0.217], [-1.207, -1.014, -1.782], [-1.686, -2.623, -2.165], [2.021, 3.086, -2.921], [1.170, 3.158, -2.413], [2.555, 3.837, -2.516], [-4.824, -0.166, -0.344], [-5.080, 0.630, 0.118], [-3.849, 0.065, -0.419], [1.379, -2.261, -3.551], [0.788, -1.599, -4.076], [1.121, -1.833, -2.688], [-0.707, 0.549, -2.256], [0.178, 0.449, -1.911], [-0.585, 0.794, -3.179], [1.864, -1.932, -1.064], [2.185, -2.649, -0.472], [0.869, -1.789, -0.732], [2.013, -4.330, -1.422], [1.087, -4.504, -1.496], [2.303, -3.699, -2.170], [0.293, 3.153, 1.983], [1.119, 3.604, 2.110], [0.365, 2.255, 2.333], [-0.167, 3.859, -0.699], [0.422, 2.991, -0.572], [-0.347, 4.123, 0.183], [-2.866, 1.869, -0.065], [-2.784, 2.110, 0.784], [-2.030, 2.178, -0.463]],
  "atomic_forces_ev_per_a": [[-1.376, 0.742, 0.211], [-2.363, -0.745, 1.556], [1.407, -1.462, -2.398], [-1.568, 4.373, 0.139], [0.015, -0.223, 1.576], [2.194, 0.176, 1.144], [-1.217, -0.713, -2.377], [-0.227, -1.565, 0.590], [-0.148, -1.620, -0.847], [1.378, -0.343, 0.184], [1.405, 0.576, -0.533], [-1.465, 0.127, 0.556], [-0.057, 2.122, -0.492], [0.361, -0.397, 0.892], [-0.568, -0.802, 0.996], [1.169, -1.273, -1.196], [0.518, -0.939, -0.160], [0.475, -0.457, -0.764], [0.132, 0.306, -1.148], [-0.424, -0.608, 1.072], [-0.587, 0.045, 1.209], [0.735, 0.181, -0.174], [-0.616, 0.101, -0.515], [0.580, 1.026, 1.325], [-0.234, 1.424, 1.694], [1.073, 0.121, -0.907], [-0.955, -1.437, -0.865], [1.984, 0.262, -0.077], [-0.650, 0.320, 0.155], [-1.934, -0.557, -0.296], [-2.654, 3.241, -0.748], [1.690, -2.150, 0.357], [0.949, -1.430, -0.537], [-0.129, 0.995, -0.293], [0.616, -0.028, 0.127], [-0.052, 0.119, -0.054], [-2.674, 1.667, 2.759], [-0.320, 0.429, -0.711], [3.227, -0.551, -1.322], [2.216, 0.244, -1.190], [-0.821, 0.124, -0.555], [-1.316, -1.610, 1.533], [-1.019, 0.176, -0.312], [0.644, 0.019, 0.303], [0.639, -0.296, 0.179], [2.113, -3.391, -1.567], [-2.019, 2.955, 0.007], [-0.152, 0.207, 1.554], [0.205, -0.783, -4.873], [0.270, 1.402, 4.976], [-0.448, -0.101, -0.183]],
  "lowdin_charge": [-0.10, -0.32, -0.07, -0.14, -0.14, -0.19, -0.21, -0.01, 0.11, 0.09, 0.09, 0.05, 0.12, 0.06, 0.09, 0.06, 0.11, 0.07, 0.03, 0.10, 0.07, 0.12, -0.01, 0.10, -0.10, 0.01, 0.07, -0.08, 0.02, 0.01, -0.14, 0.08, -0.02, -0.03, 0.05, 0.08, -0.16, 0.05, 0.06, -0.09, 0.02, 0.08, -0.05, 0.04, 0.00, -0.09, 0.09, -0.02, 0.00, -0.01, 0.05]
}

***

| no. | E (eV) |
| --- | --- |
| 1 | -30733.6172 |
| 2 | -26109.8237 |
| 3 | -30768.2410 |
| 4 | -28177.9217 |